{"formula": "C26H38BIN6O4PS2", "method": "ωB97M-V/def2-TZVPD", "charge": 1, "e_lumo_ev": -4.66, "elements": ["O", "B", "O", "O", "C", "N", "N", "C", "C", "C", "C", "C", "S", "C", "S", "N", "C", "C", "C", "C", "C", "C", "C", "C", "C", "C", "C", "C", "C", "I", "H", "H", "H", "H", "H", "H", "H", "H", "H", "H", "H", "H", "H", "H", "H", "H", "H", "H", "H", "H", "O", "P", "N", "C", "C", "N", "C", "C", "N", "C", "C", "H", "H", "H", "H", "H", "H", "H", "H", "H", "H", "H", "H", "H", "H", "H", "H", "H", "H"], "positions_angstrom": [[-0.54493, -6.02843, -1.02103], [-1.12058, -5.55611, -2.19753], [-1.77598, -6.48912, -3.04650], [-1.09713, -4.19407, -2.63462], [-0.13277, -3.45843, -1.97774], [1.20102, -3.70554, -2.09923], [2.25084, -3.13936, -1.56615], [2.02817, -2.09076, -0.77004], [0.63827, -1.62202, -0.53122], [0.41957, -0.36835, 0.37813], [-0.15773, -0.71778, 1.81167], [0.84427, -0.28034, 2.97163], [0.56157, 1.49943, 3.43993], [2.05706, 1.97843, 4.41473], [2.91573, 3.27899, 3.90899], [2.35235, 1.12370, 5.53510], [3.59378, 1.48411, 6.22467], [3.78979, 2.67162, 7.05501], [5.04842, 2.96266, 7.75186], [6.18717, 2.02468, 7.65073], [5.98515, 0.84508, 6.81052], [4.73666, 0.55738, 6.10721], [1.28196, 1.12123, 6.53858], [1.10094, -0.11981, 7.29831], [0.09842, -0.28357, 8.35483], [-0.75614, 0.88892, 8.62453], [-0.58949, 2.12933, 7.86165], [0.40470, 2.27742, 6.80538], [-0.52016, -2.30663, -1.11210], [-2.55451, -1.76372, -0.80898], [-0.38888, -6.98057, -1.19372], [-1.12376, -6.68372, -3.75208], [1.41934, -4.48919, -2.73235], [2.86595, -1.53342, -0.28843], [1.39960, 0.15576, 0.51735], [-0.23947, 0.35412, -0.18697], [-0.48193, -1.79086, 1.92478], [-1.07826, -0.08215, 1.96503], [1.88115, -0.37798, 2.56202], [0.65626, -0.89415, 3.88958], [2.94685, 3.39483, 7.16613], [5.12376, 3.90656, 8.34770], [7.13000, 2.24011, 8.20090], [6.84368, 0.13540, 6.72512], [4.62215, -0.36288, 5.48242], [1.75932, -1.00787, 7.10521], [0.01216, -1.23542, 8.93105], [-1.52051, 0.79743, 9.43017], [-1.26020, 2.98594, 8.12839], [0.54191, 3.20096, 6.19321], [-0.38724, 0.80025, -7.06806], [-1.51569, 1.16822, -6.11278], [-1.70263, -0.46380, -5.54799], [-2.92387, -1.17087, -5.21367], [-0.57402, -0.98007, -4.77793], [-2.65171, 1.47512, -7.37327], [-3.94556, 0.83165, -7.51228], [-2.11931, 1.73796, -8.71050], [-2.72541, 1.73979, -4.95724], [-3.08017, 3.16990, -5.17404], [-2.26845, 1.68243, -3.55175], [-3.42009, -0.79745, -4.30781], [-2.72679, -2.23506, -5.04991], [-3.64599, -1.16185, -6.02466], [-0.50163, -0.51476, -3.78328], [0.36939, -0.78732, -5.29513], [-0.63220, -2.06348, -4.64056], [-3.85144, -0.17516, -7.93459], [-4.59152, 1.40765, -8.18278], [-4.49315, 0.78490, -6.57004], [-1.80954, 0.81336, -9.21003], [-1.26806, 2.41616, -8.66812], [-2.86705, 2.22804, -9.34021], [-2.20046, 3.81390, -5.09183], [-3.82334, 3.49470, -4.44194], [-3.53093, 3.34352, -6.14803], [-1.29670, 2.16971, -3.42450], [-2.18632, 0.65658, -3.19661], [-2.98568, 2.16410, -2.88425]], "forces_ev_per_angstrom": [[0.0059, 0.7488, -1.7435], [-1.2035, -2.0684, -0.3985], [1.8756, 1.2953, 0.4922], [2.7418, -0.1020, 1.7768], [-1.2452, 2.8510, 1.8545], [-2.1345, -1.4305, -1.3394], [0.3659, 1.8168, 1.3783], [-2.4657, -0.2825, -0.5185], [-0.9313, -0.0502, -0.0013], [0.2803, -0.3816, -0.5026], [-0.4764, 1.1584, 0.6319], [-0.1480, -0.6168, -0.1100], [0.6629, -0.3059, -0.0231], [0.1673, -0.5572, -0.3476], [-0.5704, -0.8880, 0.3272], [-0.4210, 2.4284, 0.3053], [3.8143, -0.3473, 1.3149], [0.9781, -0.7535, -0.0505], [-0.1089, -1.9863, -1.2661], [-3.0286, 0.0976, -1.2995], [-0.6456, 0.9127, 0.3747], [-0.3166, 1.9555, 1.1044], [-2.5133, -0.9785, 1.7589], [-0.8764, 0.5959, 0.6560], [0.2383, 3.0470, -1.5587], [1.6437, -0.5283, -1.2930], [0.6659, -1.1948, -0.0924], [0.3426, -2.4973, 0.9931], [3.0923, -0.9290, -0.6286], [1.3618, -0.3828, -0.2541], [-0.3560, 0.4830, 0.6122], [-0.9614, -0.0812, -0.0185], [0.1831, 0.4757, 0.4337], [-0.6353, -0.8585, -0.6694], [-0.7639, -0.4588, -0.2198], [0.5422, -0.8422, 0.6324], [0.5469, 1.0481, -0.1631], [0.7041, -0.8713, -0.2574], [-0.6906, -0.0668, 0.7986], [0.4722, 0.3723, -0.9298], [0.8495, -0.7178, -0.0937], [-0.0755, -1.0840, -0.6173], [-0.8550, -0.3786, -0.6506], [-0.9707, 0.5985, -0.0236], [0.1948, 0.9621, 0.6784], [-0.5435, 1.1646, -0.0337], [0.0557, 1.0360, -0.6506], [0.6771, 0.3417, -0.8376], [0.7766, -0.8890, -0.4255], [-0.3181, -0.8158, 0.7878], [2.0512, 2.9118, 2.5474], [-4.8371, -5.3855, -4.4494], [0.5206, -1.0005, 1.0023], [-0.4585, 0.2597, 0.1773], [0.4035, 0.3159, -0.4024], [-0.0373, 0.4708, -0.3724], [-0.4850, 0.3582, 0.4817], [0.3983, 0.0625, 0.0164], [2.5151, 2.4635, 0.6540], [-0.5109, 0.3517, -0.2911], [0.0253, -0.5326, 0.3796], [-0.1307, 0.0034, 0.0523], [0.3197, 0.1203, 0.0255], [0.0171, 0.2654, 0.0173], [0.0647, -0.1510, 0.2221], [-0.0918, 0.1299, -0.0337], [-0.2389, -0.0009, -0.1015], [-0.0200, -0.0504, -0.0094], [0.1796, 0.0259, -0.0763], [0.2071, -0.1140, 0.0530], [0.0754, 0.0422, -0.0474], [0.0185, -0.2089, 0.0076], [-0.1887, -0.0901, 0.2370], [-0.0927, 0.1049, 0.1437], [0.1715, -0.2052, 0.1645], [0.1889, -0.2830, -0.0299], [-0.1008, 0.0952, 0.1886], [0.0725, -0.1160, -0.2078], [-0.0198, 0.1121, -0.2424]], "lowdin_charge": [0.193, -0.682, 0.158, 0.158, -0.241, 0.094, 0.113, 0.013, -0.137, -0.178, -0.257, -0.453, 0.835, -1.056, 0.717, -0.105, -0.266, -0.039, -0.054, -0.065, -0.084, -0.009, -0.240, -0.016, -0.059, -0.075, -0.068, -0.030, -0.480, 1.064, 0.142, 0.127, 0.201, 0.147, 0.114, 0.116, 0.113, 0.094, 0.078, 0.080, 0.103, 0.102, 0.099, 0.097, 0.105, 0.111, 0.101, 0.097, 0.104, 0.106, -0.299, 0.742, -0.304, -0.129, -0.149, -0.336, -0.145, -0.137, -0.268, -0.123, -0.144, 0.062, 0.078, 0.055, 0.051, 0.075, 0.064, 0.084, 0.082, 0.071, 0.085, 0.073, 0.081, 0.087, 0.085, 0.074, 0.089, 0.020, 0.087]}